DFT (the ωB97M-V functional and the def2-TZVPD basis) results for a 10-piece molecular cluster, C51H104ClF4N13O8S4 overall at a distorted geometry.

Structure (XYZ):
```
185
Properties=species:S:1:pos:R:3:forces:R:3:lowdin_charge:R:1
C -4.577967 0.025547 0.815573 0.308 -0.719 -0.606 -0.087
C -4.132887 -0.967632 1.876060 0.618 0.341 0.612 -0.225
C -2.741654 -1.536077 1.640490 1.102 0.234 -1.047 -0.170
C -1.685587 -0.449784 1.898907 0.742 0.015 0.585 -0.097
N -0.286678 -0.788340 1.449410 1.221 -1.965 -0.821 -0.222
C 0.773588 0.176089 1.846442 0.344 2.377 -0.517 -0.118
C 1.983330 -0.099542 0.985025 0.030 -0.543 -1.030 -0.139
C 1.394733 -0.605533 -0.359715 -0.038 -1.420 0.185 -0.134
C -0.085485 -0.886474 -0.063443 -2.141 0.890 -0.759 -0.107
C 0.069451 -2.160341 1.976517 -0.181 0.154 0.862 0.048
H -4.635623 -0.552573 -0.111718 -0.351 0.225 -0.182 0.062
H -3.833390 0.792656 0.590468 -0.058 0.171 0.293 0.060
H -5.537137 0.483579 1.050015 -0.015 0.016 -0.069 0.080
H -4.824279 -1.803875 1.969469 -0.191 0.156 0.097 0.102
H -4.056055 -0.455283 2.838565 -0.472 -0.217 0.179 0.093
H -2.580651 -1.868863 0.605647 -0.527 -0.021 -0.129 0.064
H -2.540852 -2.433651 2.222712 -0.212 0.212 0.415 0.117
H -1.506878 -0.291431 2.965119 -0.444 0.166 0.097 0.116
H -1.907043 0.501865 1.417762 -0.160 -0.019 -0.012 0.112
H 1.044707 0.278451 2.890576 -0.578 -0.635 0.426 0.118
H 0.441327 1.159050 1.506859 -0.486 -0.079 0.329 0.094
H 2.605499 -0.835103 1.496699 0.177 -0.124 -0.376 0.114
H 2.604257 0.738973 0.673179 -0.182 0.432 0.896 0.088
H 2.003173 -1.460410 -0.669733 -0.409 -0.336 0.031 0.085
H 1.466176 0.076973 -1.203556 0.053 0.517 0.384 0.088
H -0.763844 -1.653876 -0.487273 1.375 -1.079 0.398 0.075
H -0.708563 -0.111867 -0.535167 0.529 0.853 0.662 0.106
H -0.014372 -2.170602 3.065064 -0.249 0.228 -0.010 0.115
H 1.109553 -2.413106 1.788336 -0.123 0.074 -0.530 0.109
H -0.638721 -2.862442 1.552883 0.319 -0.200 -0.153 0.103
C 1.797255 6.399621 2.824295 -1.366 0.112 -0.586 -0.109
C 2.836426 6.994912 3.770178 -0.057 -0.359 -0.958 -0.210
C 3.825445 5.932963 4.261840 -0.225 -0.249 0.918 -0.175
C 4.426397 5.124074 3.136990 0.361 0.144 -1.120 -0.112
N 5.423801 4.031905 3.469428 0.932 -1.772 0.459 -0.240
C 5.763382 3.176254 2.233543 0.447 1.079 0.076 -0.124
C 4.694064 2.133980 2.138354 -0.529 0.349 0.887 -0.148
C 4.257198 1.853410 3.613174 -0.574 0.539 -0.926 -0.102
C 4.800326 3.020205 4.438811 0.057 -0.140 -0.329 -0.053
C 6.748687 4.513126 4.054398 -2.024 1.070 -0.432 0.051
H 2.176670 6.123644 1.836404 0.368 -0.178 0.182 0.060
H 1.004986 7.100192 2.539309 0.311 0.469 0.304 0.084
H 1.181540 5.570888 3.188675 0.572 -0.263 0.400 0.070
H 2.380977 7.448422 4.646863 -0.052 0.062 -0.056 0.122
H 3.325887 7.773427 3.180641 0.261 0.136 0.346 0.116
H 3.240533 5.312008 4.947102 0.084 -0.202 -0.132 0.103
H 4.595775 6.395050 4.884100 0.098 0.088 -0.176 0.122
H 4.919797 5.805422 2.435776 0.297 -0.027 0.105 0.147
H 3.685441 4.621617 2.513521 -0.309 -0.017 0.364 0.119
H 6.775112 2.779018 2.330496 -0.054 0.022 0.429 0.121
H 5.784307 3.897700 1.413600 -0.052 -0.198 -0.171 0.122
H 4.966035 1.194403 1.664107 0.121 0.257 -0.426 0.102
H 3.881613 2.667469 1.642060 -0.271 -0.784 -0.298 0.088
H 4.602385 0.903243 4.011081 0.054 -0.002 -0.072 0.123
H 3.168434 1.838960 3.578267 -0.004 -0.079 0.557 0.096
H 5.616190 2.638230 5.045487 -0.131 0.299 0.342 0.134
H 4.043275 3.546968 5.010260 0.099 -0.271 0.268 0.110
H 7.187379 5.117640 3.263829 0.470 -0.067 0.196 0.110
H 7.327500 3.664019 4.392661 0.123 0.063 -0.086 0.108
H 6.420658 5.163401 4.863075 0.633 -0.041 0.249 0.108
C -5.374759 -6.663543 2.317476 -1.465 -0.832 0.713 -0.106
C -4.958156 -5.563030 1.400650 0.449 1.755 0.085 -0.257
C -6.149516 -4.822321 0.787481 -1.036 -0.384 -1.160 -0.187
C -5.781596 -3.806081 -0.297644 -0.289 -0.957 -0.552 -0.144
N -6.963703 -3.266721 -1.078671 -0.229 -0.211 0.373 -0.237
C -6.464410 -2.175351 -2.076730 -1.554 0.066 0.207 -0.065
C -7.301830 -0.951905 -1.731830 -0.350 0.888 -0.258 -0.150
C -8.573288 -1.509393 -1.121610 -0.177 -0.248 0.855 -0.149
C -8.084823 -2.630581 -0.240256 0.692 -0.287 -0.191 -0.092
C -7.584026 -4.375133 -1.901877 -0.146 0.418 0.075 0.025
H -6.001156 -7.390885 1.788039 0.143 0.048 -0.222 0.084
H -6.054280 -6.297238 3.094036 0.190 0.141 0.073 0.085
H -4.633304 -7.275735 2.826788 0.484 0.437 -0.211 0.081
H -4.250984 -5.924499 0.652121 -0.183 0.164 -0.235 0.119
H -4.484605 -4.713577 1.914364 0.681 -0.589 0.377 0.102
H -6.796148 -4.300574 1.498825 0.373 -0.231 0.540 0.118
H -6.808153 -5.581343 0.349371 0.019 0.068 -0.090 0.108
H -5.245038 -4.287230 -1.115942 0.727 0.078 0.409 0.089
H -5.213938 -2.963786 0.084639 0.065 0.111 -0.068 0.099
H -6.815914 -2.556682 -3.031377 0.622 0.105 -0.243 0.126
H -5.395599 -1.990648 -2.024176 0.098 -0.581 0.024 0.089
H -7.599187 -0.318651 -2.570114 0.395 -0.347 -0.389 0.128
H -6.750521 -0.260782 -1.093825 -0.151 -0.232 0.454 0.091
H -9.236245 -1.951534 -1.866187 0.000 0.344 -0.212 0.123
H -9.156044 -0.822541 -0.508655 0.024 0.208 -0.275 0.134
H -8.851772 -3.372808 -0.031351 0.171 -0.127 0.087 0.142
H -7.650599 -2.283862 0.697215 0.059 0.056 -0.059 0.133
H -6.850200 -4.658800 -2.650325 -0.183 -0.130 -0.116 0.117
H -8.494949 -3.958847 -2.327382 0.203 -0.014 -0.422 0.109
H -7.913707 -5.236832 -1.327527 0.391 0.147 0.339 0.105
C -1.103480 -1.306541 -9.472643 -0.269 1.396 -0.831 -0.057
C -1.878338 -1.110023 -8.149062 -0.310 -1.026 -1.506 -0.151
N -1.035138 -0.842437 -7.010313 -0.267 -0.184 1.609 -0.053
C 0.032275 0.001584 -6.972396 0.418 0.391 -0.258 0.012
C 0.499629 0.032268 -5.695001 -0.608 -0.134 0.159 0.024
N -0.353732 -0.763678 -4.952012 0.058 0.688 -0.584 -0.077
C -1.286393 -1.280703 -5.764428 0.485 0.533 -0.256 0.012
C -0.333227 -0.864370 -3.514592 -0.658 -1.193 1.430 -0.035
H -1.650817 -1.904567 -10.200137 -0.059 -0.487 0.472 0.088
H -0.059136 -1.612875 -9.450515 -0.160 -0.448 0.572 0.083
H -1.070514 -0.362058 -10.027333 0.100 0.196 0.317 0.083
H -2.427258 -2.030024 -7.950314 0.047 0.026 0.281 0.128
H -2.627226 -0.324694 -8.248944 0.161 0.117 -0.002 0.140
H 0.269719 0.564846 -7.859766 0.436 -0.099 0.098 0.150
H 1.269258 0.573113 -5.173828 0.074 0.173 -0.309 0.137
H -2.145265 -1.858953 -5.463048 0.129 -0.172 0.070 0.172
H -1.356341 -0.913599 -3.138960 -0.031 -0.224 -0.128 0.064
H 0.137061 -0.085519 -2.923887 0.287 0.636 -1.015 0.061
H 0.138376 -1.799167 -3.205838 -0.126 -0.077 -0.112 0.057
C 6.902334 -1.471984 -1.635243 -0.170 -0.688 -0.673 -0.057
C 6.010323 -0.544900 -0.803929 0.523 -1.647 -0.214 -0.177
N 6.426296 0.829170 -0.921937 0.504 0.968 0.076 -0.049
C 5.758363 1.840674 -1.595193 -0.057 0.557 1.448 0.025
C 6.442297 2.989809 -1.321407 -0.433 -0.225 -0.775 0.000
N 7.578527 2.662251 -0.624868 -1.239 -0.236 0.183 -0.080
C 7.529055 1.350604 -0.383589 0.362 0.264 0.090 -0.016
C 8.599775 3.577893 -0.133822 0.971 -0.332 -0.620 0.031
H 6.541149 -2.504645 -1.631233 -0.490 0.192 0.012 0.075
H 7.908774 -1.635298 -1.245595 0.035 0.710 0.178 0.088
H 6.970928 -1.169946 -2.680431 0.040 0.096 0.044 0.089
H 6.111182 -0.961104 0.200640 -0.208 0.823 0.345 0.130
H 4.954040 -0.566455 -1.066756 0.087 -0.159 -0.204 0.121
H 4.732714 1.780996 -1.924524 0.114 -0.308 -0.277 0.130
H 6.110368 3.984446 -1.570757 0.443 0.122 -0.012 0.151
H 8.304070 0.840378 0.166294 -0.143 -0.250 -0.049 0.181
H 9.404341 3.557490 -0.871259 0.101 0.186 0.161 0.117
H 8.994031 3.191844 0.802908 -0.087 0.230 0.098 0.103
H 8.249537 4.602717 -0.064210 -0.315 -0.141 0.150 0.110
C -4.761232 3.740961 -1.250261 0.780 -0.340 0.130 -0.048
C -4.658898 4.494375 0.075047 -0.781 0.631 -1.208 -0.150
N -3.897779 3.812086 1.106539 -0.016 -0.210 0.667 -0.029
C -2.525379 3.712046 1.161759 -0.062 -0.427 -0.095 0.010
C -2.199954 3.027337 2.296637 -0.205 0.841 -0.913 -0.018
N -3.383399 2.786765 2.954024 -0.093 -0.746 -0.831 -0.053
C -4.403944 3.218604 2.189822 0.969 0.111 0.558 -0.006
C -3.525149 1.910249 4.109569 -0.375 0.278 0.696 0.018
H -3.757187 3.576168 -1.647478 0.010 -0.144 0.091 0.047
H -5.245405 4.341073 -2.017843 -0.347 0.048 0.263 0.094
H -5.248976 2.772259 -1.136936 -0.138 0.062 -0.067 0.070
H -5.655330 4.720765 0.451908 0.076 -0.112 0.254 0.133
H -4.201006 5.454967 -0.159707 0.215 -0.002 0.439 0.141
H -1.915458 4.053444 0.343601 0.020 0.222 0.125 0.111
H -1.210361 2.727016 2.597183 -0.187 -0.009 0.558 0.116
H -5.433966 3.093259 2.477248 -0.083 0.214 -0.202 0.173
H -3.341587 2.462941 5.030494 0.036 0.019 -0.055 0.114
H -2.818353 1.089313 4.067709 0.060 0.070 -0.116 0.065
H -4.544898 1.530361 4.119113 0.043 -0.037 0.081 0.103
C 4.190678 -7.598635 -1.113034 -0.088 -0.055 0.742 -0.061
C 4.428732 -6.791481 -2.383276 -0.612 -0.438 0.919 -0.130
N 3.374587 -5.767917 -2.595288 -0.204 -0.339 -1.051 -0.037
C 3.058093 -4.733362 -1.766433 0.031 0.412 0.021 -0.010
C 2.053826 -4.035005 -2.357806 0.166 0.489 0.384 -0.006
N 1.700786 -4.674677 -3.518821 2.255 -0.200 0.113 -0.059
C 2.595664 -5.680198 -3.673518 -0.960 -0.367 0.521 0.019
C 0.760557 -4.287066 -4.539818 -1.346 -0.520 -0.515 0.014
H 4.090904 -6.928272 -0.255823 0.428 -0.044 0.071 0.073
H 5.043593 -8.264573 -0.980436 0.146 0.247 0.177 0.096
H 3.326727 -8.256884 -1.007223 -0.234 0.189 -0.866 0.091
H 4.450695 -7.477802 -3.225076 0.125 0.413 -0.325 0.134
H 5.359259 -6.250673 -2.231626 0.136 -0.068 -0.473 0.131
H 3.616377 -4.522460 -0.870627 -0.080 -0.064 0.019 0.138
H 1.751631 -3.035310 -2.099341 -0.644 -0.236 0.062 0.101
H 2.578810 -6.406517 -4.470497 0.029 0.087 -0.068 0.177
H -0.257680 -4.532901 -4.226234 0.089 -0.109 0.182 0.099
H 0.991286 -4.889102 -5.416033 -0.065 0.202 -0.118 0.108
H 0.720286 -3.233716 -4.805231 0.728 0.052 0.212 0.077
Cl -2.592014 -3.331863 -1.957459 0.261 0.447 -0.020 -0.475
N -0.369254 1.678071 5.075884 1.627 -3.949 0.363 -0.288
S 0.169434 2.896150 5.805096 0.052 7.458 2.602 0.419
O 1.517984 3.382302 5.597540 0.068 -1.490 -0.545 -0.303
O -0.332669 3.162697 7.129609 0.180 -0.987 -1.189 -0.248
F -0.624964 3.959284 4.889537 -0.387 -0.177 -0.270 -0.221
S 0.499305 0.474059 5.883294 -0.898 -2.479 -0.665 0.554
O 0.244768 0.301140 7.272976 0.185 0.654 -0.858 -0.211
O 1.818575 0.212933 5.364577 -0.666 0.773 -0.078 -0.295
F -0.354421 -0.713341 5.193993 -0.023 0.137 -0.156 -0.224
N -0.088802 2.467732 -0.399097 -1.948 -0.250 -3.010 -0.251
S 1.167601 3.328102 -0.447932 5.656 3.851 3.438 0.421
O 1.016942 4.757284 -0.554285 -0.369 -1.304 -0.657 -0.242
O 2.346043 2.756992 -1.058424 -0.622 -0.347 0.071 -0.304
F 1.532718 3.229553 1.138950 -0.205 -0.624 -0.252 -0.215
S -0.586022 2.845201 -1.950004 -3.476 -0.728 -2.244 0.518
O 0.210217 2.363033 -3.045442 0.388 -0.343 1.155 -0.270
O -1.242440 4.091715 -2.184781 0.604 -0.139 1.133 -0.237
F -1.844290 1.857263 -1.943359 0.342 -0.508 0.396 -0.199
```
Positions in Å, forces in eV/Å.

Properties
Multiplicity: 1
Charge: +4
Orbital gap: 7.9 eV
Energy above the lowest of the compared OMol25 structures with the same formula, charge and spin: 0.000 eV
Energy: -5770.50418 Ha